Below is a structure of composition C7H11Br in a non-equilibrium geometry, with properties calculated with the ωB97M-V functional and the def2-TZVPD basis.

Last column: Mulliken charge in e.
Geometry (Å):
C  1.741015  3.072757  -0.353069  0.446
C  1.686630  1.931205  -0.549244  -0.729
C  0.144353  -1.817421  -0.203145  -1.591
C  -0.271857  -0.027167  1.490406  -1.326
C  -1.013259  0.324369  -0.889594  -1.717
C  1.678466  0.567690  -0.584701  -0.759
C  0.066099  -0.298192  -0.006055  1.410
Br  3.105558  -0.303233  0.711777  -0.195
H  1.837888  4.127993  -0.415074  0.483
H  0.272764  -1.999702  -1.292014  0.346
H  1.027542  -2.088896  0.358385  0.440
H  -0.648672  -2.486176  0.219119  0.363
H  -0.057418  -0.918996  2.106251  0.319
H  -1.236281  0.449905  1.767020  0.338
H  0.381418  0.781837  1.890312  0.354
H  -1.250040  1.358776  -0.523727  0.387
H  -0.737392  0.235610  -1.936834  0.416
H  -2.015172  -0.199619  -0.946438  0.376
H  1.847388  0.212609  -1.507363  0.641

Atoms 1-6, force components in eV/Å:
0.20 5.21 0.07
-0.20 -2.62 0.50
0.88 0.32 -0.69
1.46 1.26 0.62
-1.07 0.27 0.00
-2.65 -4.09 4.89

For the energy above the lowest of the compared OMol25 structures with the same formula, charge and spin, the calculation gives 49.8 kcal/mol. For the frontier orbital gap, the calculation gives 0.35953 Eh. The total energy is -77476.1044 eV.